15
Properties=species:S:1:pos:R:3:forces:R:3 method="wB97M-V/def2-TZVPD" lumo_ev=0.9 de_lowest_kj_mol=207.89 spin_multiplicity=1 fmax_ha_per_bohr=0.007
C -0.63910 -1.66837 0.35184 0.2 0.1 0.1
C 0.16502 -2.66379 0.68074 0.0 0.0 -0.1
O -0.03120 -3.45169 1.78300 0.0 0.1 0.0
H -0.40372 -1.07549 -0.51723 -0.1 0.0 -0.1
H -1.46938 -1.37073 0.97762 0.0 -0.1 0.0
H 1.00208 -2.93322 0.04212 0.1 0.0 0.1
H 0.80026 -3.86731 2.02599 0.0 -0.1 0.0
N -0.19933 1.32892 -1.33261 0.0 0.0 -0.2
C 0.21875 2.28191 -0.36409 0.1 0.4 0.0
O 0.32549 3.59318 -0.95314 0.0 -0.2 0.1
H -1.14912 1.49758 -1.63994 0.0 0.1 0.1
H 0.39568 1.39849 -2.15036 0.0 -0.1 0.0
H -0.49377 2.32462 0.46168 -0.1 -0.2 0.0
H 1.19501 1.98848 0.03038 0.0 0.0 0.0
H 0.63994 4.19394 -0.26840 0.0 0.1 -0.1